Computed, not measured: C36H38CsINOP3S as an isolated structure, with ωB97M-V/def2-TZVPD.

Output
- orbital gap (Ha) = 0.2548
- LUMO (Eh) = -0.0065
- ΔE to the lowest compared entry with this formula, charge and spin (kcal/mol) = 24.2

The geometry in ORCA input format:
```
! RIJCOSX wB97M-V def2-TZVPD def2/J DEFGRID3
* xyz 0 1
Cs 0.1820 1.8910 0.9084
I 2.1298 -0.9968 2.0667
C 1.0100 -2.2004 3.4072
C 1.4235 -2.2012 4.7147
C 0.9450 -3.1732 5.5997
C 0.1099 -4.1566 5.1500
C -0.3593 -4.1507 3.8207
C -1.2041 -5.1731 3.3465
C -1.6409 -5.1829 2.0501
C -1.3456 -4.1044 1.2148
C -0.5640 -3.0526 1.6449
P -0.6641 -1.4834 0.6773
C -2.4918 -1.5075 0.4620
C -3.1366 -0.9095 1.5428
C -4.5099 -0.7660 1.5576
C -5.2558 -1.2192 0.4817
C -4.6265 -1.8384 -0.5842
C -3.2499 -1.9881 -0.5999
C -0.0654 -2.0242 -0.9462
C -0.5148 -1.3462 -2.0780
C -0.0458 -1.6951 -3.3291
C 0.8990 -2.7002 -3.4562
C 1.3859 -3.3429 -2.3305
C 0.9069 -3.0085 -1.0760
C 0.0344 -3.1050 2.9317
H 2.1453 -1.4705 5.0508
H 1.2952 -3.1724 6.6191
H -0.1866 -4.9618 5.8053
H -1.5031 -5.9525 4.0293
H -2.2673 -5.9809 1.6782
H -1.7678 -4.0776 0.2188
H -2.5366 -0.5443 2.3664
H -4.9943 -0.2948 2.3985
H -6.3285 -1.0969 0.4789
H -5.2179 -2.2130 -1.4078
H -2.7783 -2.4752 -1.4440
H -1.2424 -0.5510 -1.9714
H -0.4172 -1.1915 -4.2088
H 1.2719 -2.9702 -4.4322
H 2.1337 -4.1156 -2.4323
H 1.2928 -3.4968 -0.1901
C -1.2449 3.4822 -3.0070
P 0.4095 3.1118 -2.2645
C 1.3066 4.6315 -2.8216
C 1.0913 1.9045 -3.4588
C 0.6535 1.7322 -4.7667
C 1.2613 0.7974 -5.5874
C 2.3001 0.0199 -5.1040
C 2.7301 0.1688 -3.7989
C 2.1439 1.1172 -2.9713
P 2.6146 1.3899 -1.2291
C 3.8500 0.0419 -0.9621
C 3.8059 2.7894 -1.4202
H -1.1821 3.9138 -4.0045
H -1.7303 4.1994 -2.3435
H -1.8474 2.5727 -3.0289
H 1.9065 4.4262 -3.7088
H 1.9560 4.9858 -2.0247
H 0.5770 5.4079 -3.0423
H -0.1594 2.3229 -5.1653
H 0.9291 0.6758 -6.6071
H 2.7770 -0.7045 -5.7465
H 3.5262 -0.4632 -3.4362
H 4.6867 0.0834 -1.6593
H 3.3646 -0.9335 -1.0113
H 4.2288 0.1843 0.0519
H 3.9672 3.0334 -2.4702
H 4.7508 2.5009 -0.9627
H 3.4342 3.6707 -0.8999
S 2.9274 5.8173 0.7550
C 1.7529 4.9106 1.3546
N 0.9003 4.2328 1.7794
C -2.7681 3.6237 3.7255
C -1.5961 2.6925 3.5767
C -0.4329 3.0112 4.4577
O -1.5959 1.7720 2.7865
H -3.2485 3.4348 4.6854
H -3.4893 3.4734 2.9252
H -2.4236 4.6546 3.7258
H -0.7348 3.5472 5.3523
H 0.2291 3.6545 3.8667
H 0.1216 2.1128 4.7241
*
```

Computed, not measured: a 6-piece molecular cluster, C36H38F7OS overall, with ωB97M-V/def2-TZVPD.

Output
- orbital gap (Ha) = 0.2483
- LUMO (Eh) = -0.1433

The geometry in ORCA input format:
```
! RIJCOSX wB97M-V def2-TZVPD def2/J DEFGRID3
* xyz 1 1
C -1.3798 -0.3888 3.4618
C -0.4655 -0.3915 2.2210
O 0.1956 -1.6413 2.1222
C 0.5338 0.7848 2.3792
S 1.9932 0.6679 1.2860
C 1.8040 1.6508 -0.2707
F 2.3779 0.9316 -1.2190
F 2.4380 2.7640 -0.0740
C 0.3532 1.9067 -0.7117
F -0.2811 2.7466 0.1054
F -0.3551 0.7808 -0.7391
C 0.2346 2.5518 -2.1676
F -0.6738 3.4953 -2.1758
F 1.3637 3.0872 -2.5724
F -0.1816 1.6259 -2.9958
H -2.0924 0.4430 3.3931
H -1.9613 -1.3134 3.4704
H -0.8048 -0.2661 4.3872
H -1.1338 -0.2767 1.3588
H 0.1593 -1.9404 1.2033
H 0.0374 1.7613 2.3577
H 0.9256 0.6929 3.4034
H 2.0498 -0.6309 0.8617
C 2.0284 3.4301 4.8571
C 1.5960 4.6891 5.2508
C 1.6209 5.0417 6.5929
C 2.0862 4.1387 7.5396
C 2.5223 2.8813 7.1452
C 2.4902 2.5248 5.8049
H 2.0055 3.1503 3.8083
H 1.2386 5.3958 4.5120
H 1.2779 6.0208 6.9014
H 2.1092 4.4154 8.5860
H 2.8868 2.1785 7.8837
H 2.8269 1.5403 5.4991
C -5.6705 0.6389 -1.7186
C -4.3300 0.9298 -1.5062
C -3.3654 -0.0458 -1.7220
C -3.7404 -1.3102 -2.1595
C -5.0808 -1.5991 -2.3750
C -6.0460 -0.6262 -2.1507
H -6.4232 1.3980 -1.5478
H -4.0372 1.9182 -1.1718
H -2.3231 0.1780 -1.5523
H -2.9875 -2.0701 -2.3331
H -5.3738 -2.5835 -2.7176
H -7.0916 -0.8535 -2.3142
C -0.5442 2.3457 9.8521
C -0.1342 1.4470 8.8769
C -0.4757 0.1047 8.9813
C -1.2350 -0.3368 10.0567
C -1.6476 0.5632 11.0299
C -1.2991 1.9035 10.9301
H -0.2753 3.3922 9.7722
H 0.4522 1.7930 8.0353
H -0.1502 -0.5986 8.2238
H -1.5051 -1.3824 10.1363
H -2.2410 0.2194 11.8678
H -1.6168 2.6038 11.6923
C 0.2683 -2.2232 -6.9799
C -1.1135 -2.2816 -6.8567
C -1.7436 -1.6573 -5.7886
C -0.9925 -0.9660 -4.8478
C 0.3901 -0.9046 -4.9733
C 1.0207 -1.5366 -6.0367
H 0.7589 -2.7132 -7.8112
H -1.6999 -2.8151 -7.5941
H -2.8211 -1.7082 -5.6893
H -1.4857 -0.4748 -4.0178
H 0.9772 -0.3635 -4.2405
H 2.0991 -1.4930 -6.1315
C 3.4526 -4.7919 -11.2346
C 2.9947 -3.5443 -10.8334
C 3.0096 -3.1991 -9.4889
C 3.4908 -4.0981 -8.5461
C 3.9518 -5.3444 -8.9479
C 3.9291 -5.6929 -10.2915
H 3.4382 -5.0626 -12.2828
H 2.6253 -2.8408 -11.5692
H 2.6466 -2.2274 -9.1756
H 3.5066 -3.8269 -7.4970
H 4.3287 -6.0450 -8.2132
H 4.2838 -6.6668 -10.6043
*
```

Computed, not measured: C36H39AsBaCl3N6O3PS as an isolated structure, with ωB97M-V/def2-TZVPD.

Output
- orbital gap (Ha) = 0.2687
- LUMO (Eh) = 0.0025
- ΔE to the lowest compared entry with this formula, charge and spin (kcal/mol) = 41.6

The geometry in ORCA input format:
```
! RIJCOSX wB97M-V def2-TZVPD def2/J DEFGRID3
* xyz 0 1
Ba 1.0189 -0.2745 -0.6638
N 0.3111 1.0794 3.7704
C 1.0208 0.5736 2.7015
S 1.5550 1.7220 1.5279
N 1.2295 -0.7329 2.7796
N 1.7958 -1.2911 1.6593
C 2.3852 -2.4226 1.7539
C 2.5875 -3.2759 2.9724
C 2.7052 -4.6608 2.8019
C 2.8373 -5.5162 3.8863
C 2.8617 -5.0033 5.1773
C 2.7571 -3.6317 5.3653
C 2.6173 -2.7743 4.2787
C 2.8882 -2.9766 0.4375
C 4.2082 -3.4046 0.3273
C 4.6484 -3.9326 -0.8702
C 3.7566 -4.0409 -1.9272
C 2.4729 -3.5687 -1.7468
N 2.0329 -3.0321 -0.5967
H 0.3974 2.0713 3.8965
H 0.3198 0.5177 4.6082
H 2.6791 -5.0825 1.8038
H 2.9209 -6.5836 3.7204
H 2.9662 -5.6674 6.0277
H 2.7836 -3.2179 6.3677
H 2.5414 -1.7112 4.4349
H 4.8729 -3.3107 1.1796
H 5.6782 -4.2537 -0.9819
H 4.0557 -4.4557 -2.8824
H 1.7560 -3.6046 -2.5623
N -0.8682 1.5982 -4.0239
C -1.4857 2.8588 -3.9149
C -2.1147 3.3882 -5.0475
C -2.7550 4.6130 -5.0038
C -2.7898 5.3416 -3.8214
C -2.1945 4.8074 -2.6897
C -1.5484 3.5661 -2.6956
P -0.7969 2.8358 -1.1674
C -2.2937 2.0467 -0.4245
C -3.3207 1.5478 -1.2263
C -4.4243 0.9090 -0.6598
C -4.5217 0.7758 0.7194
C -3.4948 1.2582 1.5255
C -2.3793 1.8652 0.9594
C -0.5739 4.3019 -0.0927
C 0.7221 4.8024 0.0089
C 1.0035 5.9065 0.8031
C -0.0137 6.5181 1.5215
C -1.3136 6.0291 1.4308
C -1.5903 4.9298 0.6265
H -0.6071 1.3682 -4.9692
H -0.0760 1.4501 -3.4160
H -2.0819 2.8234 -5.9763
H -3.2241 5.0037 -5.9012
H -3.2706 6.3133 -3.7809
H -2.2276 5.3782 -1.7702
H -3.2723 1.6776 -2.3036
H -5.2186 0.5381 -1.2988
H -5.3967 0.3109 1.1631
H -3.5638 1.1750 2.6052
H -1.5688 2.2055 1.5982
H 1.5248 4.3102 -0.5296
H 2.0202 6.2749 0.8742
H 0.2041 7.3695 2.1563
H -2.1139 6.5043 1.9879
H -2.6061 4.5564 0.5676
Cl 4.9741 -1.3199 -3.8633
C 3.4199 -0.4983 -4.0198
Cl 3.6566 0.9752 -4.9942
Cl 2.2572 -1.5825 -4.8760
C 2.7908 -0.0648 -2.6085
O 1.7567 0.6513 -2.6899
O 3.3453 -0.4783 -1.5773
C -0.6665 -3.7685 1.2720
As -1.6246 -2.1221 1.1250
C -2.1181 -1.7150 2.9199
C -3.1914 -2.6346 0.1520
O -0.8648 -0.8563 0.3086
H -1.4163 -4.5505 1.4083
H -0.0044 -3.7368 2.1372
H -0.0852 -3.9373 0.3680
H -2.2888 -2.6509 3.4521
H -3.0100 -1.0977 2.9292
H -1.2748 -1.1826 3.3549
H -3.9338 -3.0719 0.8176
H -2.9002 -3.3664 -0.5999
H -3.5968 -1.7444 -0.3264
N -0.7172 -1.4462 -2.7452
H -1.6506 -1.2444 -2.3945
H -0.7084 -2.4073 -3.0711
H -0.5779 -0.8475 -3.5598
*
```

Computed, not measured: C36H39AsCuNS2Si2 as an isolated structure, with ωB97M-V/def2-TZVPD.

Output
- orbital gap (Ha) = 0.1872
- LUMO (Eh) = 0.1595
- ΔE to the lowest compared entry with this formula, charge and spin (kcal/mol) = 0.0

The geometry in ORCA input format:
```
! RIJCOSX wB97M-V def2-TZVPD def2/J DEFGRID3
* xyz -2 1
Cu -1.1098 0.8597 1.4997
S -1.5127 2.8254 0.3078
C -3.0072 3.2588 1.1376
C -3.4785 4.5722 1.0098
C -4.6465 5.0128 1.6171
C -5.3873 4.1219 2.3850
C -4.9405 2.8154 2.5240
C -3.7651 2.3480 1.9214
S -3.3071 0.6655 2.1684
H -2.8884 5.2583 0.4118
H -4.9690 6.0422 1.4957
H -6.3017 4.4413 2.8751
H -5.5071 2.1129 3.1255
C -0.8366 -0.8358 4.3984
Si -0.4749 -2.2165 3.1743
C -0.0531 -3.7050 4.2941
C -2.0871 -2.7539 2.3591
C 0.9650 -1.8704 2.0875
C 1.5377 -0.5667 2.0946
C 2.9597 -0.3785 2.0741
C 3.5320 0.8575 2.1872
C 2.7141 1.9833 2.3488
C 1.3552 1.7703 2.3308
N 0.7644 0.5747 2.1664
Si 1.7344 -3.2063 1.1256
C 3.0461 -2.6266 -0.1217
C 2.6286 -4.5749 2.1029
C 0.4814 -4.1525 0.0640
H -1.4264 -1.2246 5.2351
H -1.3996 -0.0280 3.9275
H 0.0955 -0.4216 4.7949
H -0.8189 -3.8256 5.0685
H 0.9140 -3.5534 4.7830
H -0.0009 -4.6429 3.7355
H -2.7913 -3.1352 3.1067
H -1.9130 -3.5431 1.6245
H -2.5599 -1.9162 1.8454
H 3.5816 -1.2635 2.0303
H 4.6135 0.9570 2.1878
H 3.1147 2.9822 2.4573
H 0.6698 2.6090 2.3987
H 3.0487 -1.5415 -0.2278
H 2.8360 -3.0507 -1.1073
H 4.0549 -2.9346 0.1696
H 3.3975 -4.1423 2.7509
H 3.1140 -5.2809 1.4188
H 1.9439 -5.1378 2.7383
H -0.0286 -3.4433 -0.5952
H -0.2828 -4.6570 0.6589
H 0.9840 -4.9034 -0.5552
C 3.0129 -1.6262 -5.0182
C 3.6002 -0.9252 -3.9713
C 2.8163 -0.4302 -2.9411
C 1.4340 -0.6117 -2.9359
C 0.8575 -1.3187 -3.9853
C 1.6404 -1.8231 -5.0189
As 0.4025 0.1130 -1.3882
C 0.8307 1.9536 -1.8701
C 1.9301 2.6835 -1.4528
C 2.1096 3.9784 -1.9234
C 1.1856 4.5337 -2.8005
C 0.0714 3.8093 -3.1989
C -0.1169 2.5161 -2.7293
C -1.2757 1.6470 -3.0200
C -2.3714 1.9844 -3.8027
C -3.4159 1.0829 -3.9567
C -3.3790 -0.1532 -3.3244
C -2.2845 -0.4977 -2.5395
C -1.2350 0.3933 -2.4011
H 3.6221 -2.0159 -5.8253
H 4.6728 -0.7706 -3.9557
H 3.2892 0.1099 -2.1276
H -0.2144 -1.4740 -4.0062
H 1.1712 -2.3678 -5.8303
H 2.6250 2.2623 -0.7346
H 2.9585 4.5624 -1.5880
H 1.3208 5.5488 -3.1550
H -0.6636 4.2666 -3.8508
H -2.4303 2.9609 -4.2688
H -4.2771 1.3567 -4.5546
H -4.2123 -0.8383 -3.4215
H -2.2675 -1.4461 -2.0148
*
```

Computed, not measured: C36H39N11V as an isolated structure, with ωB97M-V/def2-TZVPD.

Output
- orbital gap (alpha / beta) (Ha) = 0.2708 / 0.2667
- LUMO (alpha / beta) (Eh) = -0.3245 / -0.3289
- ΔE to the lowest compared entry with this formula, charge and spin (kcal/mol) = 1.0

The geometry in ORCA input format:
```
! RIJCOSX wB97M-V def2-TZVPD def2/J DEFGRID3
* xyz 3 3
V 0.3302 -0.1616 0.7522
C 0.2915 -3.0109 2.7826
C 0.6616 -1.7511 3.5041
C 1.1728 -1.8514 4.7957
C 1.5419 -0.7146 5.4805
C 1.3457 0.5188 4.8776
C 0.8058 0.5674 3.6077
N 0.5041 -0.5531 2.9092
C 0.4951 1.8577 2.9412
C 0.6670 3.0723 3.5838
C 0.3033 4.2392 2.9361
C -0.2481 4.1587 1.6717
C -0.3929 2.9187 1.0674
N 0.0061 1.7816 1.6809
C -1.0552 2.8574 -0.2631
C -0.6964 3.7595 -1.2534
C -1.3477 3.6841 -2.4743
C -2.3344 2.7287 -2.6454
C -2.6478 1.8721 -1.5913
C -3.7263 0.8370 -1.7315
N -2.0060 1.9337 -0.4179
H 0.0364 -3.7841 3.5040
H -0.5565 -2.8696 2.1195
H 1.1345 -3.3842 2.1986
H 1.2758 -2.8288 5.2461
H 1.9575 -0.7771 6.4773
H 1.6009 1.4192 5.4138
H 1.0594 3.1215 4.5871
H 0.4212 5.1967 3.4259
H -0.5972 5.0440 1.1594
H 0.0778 4.4952 -1.0791
H -1.0987 4.3682 -3.2749
H -2.8806 2.6589 -3.5765
H -4.2285 0.9156 -2.6933
H -3.3150 -0.1727 -1.6484
H -4.4742 0.9651 -0.9485
N -3.8635 -0.9331 1.2002
C -2.6498 -0.4460 1.3242
N -1.5933 -0.9710 0.7314
C -1.7479 -2.1115 -0.0643
N -0.6953 -2.6910 -0.5622
N 0.4386 -2.0500 -0.1505
C 1.5820 -2.5365 -0.4400
C 2.7285 -1.8207 0.1116
C 4.0294 -2.2787 0.0061
C 5.0391 -1.5860 0.6613
C 4.7128 -0.4635 1.4058
C 3.3895 -0.0559 1.4530
N 2.4148 -0.7045 0.8123
C -3.0757 -2.6411 -0.2857
C -3.3221 -3.7427 -1.1119
C -4.6104 -4.2081 -1.2627
C -5.6675 -3.5900 -0.5886
C -5.4432 -2.5045 0.2361
C -4.1457 -2.0362 0.3794
H -4.6258 -0.4856 1.6923
H -2.5220 0.4340 1.9391
H 1.6895 -3.4555 -1.0086
H 4.2429 -3.1747 -0.5616
H 6.0634 -1.9293 0.6031
H 5.4669 0.0936 1.9435
H 3.1021 0.8226 2.0183
H -2.4926 -4.2166 -1.6176
H -4.8062 -5.0588 -1.9003
H -6.6744 -3.9661 -0.7091
H -6.2618 -2.0290 0.7624
C 2.7991 2.1813 -1.0327
N 2.5139 1.1678 -2.0357
C 3.6451 0.8121 -2.8870
C 1.2794 0.6553 -2.2083
N 0.4499 0.5098 -1.1751
N 0.8978 0.2893 -3.4480
C -0.2416 -0.6009 -3.6329
C 1.3083 1.0288 -4.6441
H 3.1512 3.0915 -1.5236
H 3.5855 1.8479 -0.3555
H 1.8992 2.4118 -0.4673
H 4.4992 0.5816 -2.2481
H 3.9320 1.6310 -3.5485
H 3.4097 -0.0645 -3.4828
H -0.5118 0.5189 -1.5046
H -0.2736 -1.3510 -2.8446
H -0.1300 -1.1096 -4.5885
H -1.1885 -0.0488 -3.6542
H 1.8604 1.9221 -4.3685
H 0.4121 1.3346 -5.1848
H 1.9176 0.4155 -5.3077
*
```

| no. | strongest force on any atom (eV/Å) |
| --- | --- |
| 1 | 1.42 |
| 2 | 1.86 |
| 3 | 4.65 |
| 4 | 0.54 |
| 5 | 0.31 |